The following is a DFT calculation (ωB97M-V/def2-TZVPD) of C41H46ClF9I2N3O8PS2 as an isolated structure.

CARTESIAN COORDINATES (ANGSTROEM)
C -3.548 -5.096 -2.536
C -2.287 -4.459 -2.327
C -0.858 -3.607 -2.154
C -1.269 -2.036 -2.556
C -0.186 -0.923 -2.039
N -0.452 -0.249 -0.750
C -0.924 -1.210 0.242
I -2.984 -1.897 0.698
C 0.114 -1.964 1.060
C 1.736 -1.750 0.922
I -0.485 -3.509 2.558
C -0.723 1.181 -0.676
Cl -1.952 1.589 0.721
C -1.622 1.833 -1.936
C -2.908 0.933 -2.393
C -2.973 0.507 -4.010
N -3.975 0.535 -1.636
C 0.628 2.172 -0.478
C 1.667 1.794 -1.758
C 3.019 2.713 -1.788
N 4.177 2.303 -1.142
C 1.558 1.868 0.784
C 0.983 1.557 2.248
C 2.136 1.224 3.413
F 1.847 -0.100 4.084
F 3.470 0.978 2.740
C 2.417 2.450 4.446
F 3.815 2.224 4.979
F 2.505 3.792 3.765
S 1.316 2.608 5.927
F 2.589 3.518 6.703
F 1.908 1.206 6.709
F -0.025 1.826 5.226
F 0.757 4.142 5.300
F 0.350 2.905 7.312
O 0.226 3.486 -0.831
C 0.374 4.633 -0.046
C -0.262 4.716 1.458
C -0.536 5.796 -0.865
O -1.948 5.402 -0.996
C -2.407 5.661 -2.397
P 2.088 5.502 0.049
S 2.216 6.873 1.434
H -4.696 -5.372 -2.703
H -0.406 -3.698 -1.077
H -0.165 -3.990 -3.016
H -1.207 -2.023 -3.749
H -2.389 -1.804 -2.302
H -0.005 -0.185 -2.961
H 0.852 -1.506 -1.935
H 2.264 -1.323 1.876
H 1.959 -1.142 -0.066
H 2.216 -2.827 0.743
H -0.993 2.065 -2.885
H -2.129 2.868 -1.615
H -3.407 1.471 -4.552
H -3.676 -0.405 -4.214
H -1.873 0.365 -4.446
H -4.633 -0.016 -2.265
H 2.053 0.669 -1.650
H 1.156 1.896 -2.798
H 3.031 3.718 -2.403
H 4.899 3.049 -1.312
H 2.264 0.944 0.501
H 2.333 2.769 0.908
H 0.272 2.338 2.745
H 0.341 0.552 2.189
H 0.577 4.426 2.218
H -1.287 4.179 1.610
H -0.482 5.874 1.654
H -0.440 6.842 -0.348
H 0.019 5.881 -1.919
H -1.806 6.526 -2.924
H -2.278 4.710 -3.091
H -3.548 5.999 -2.438
H 2.254 6.182 -1.236
H 3.211 4.629 0.217
C -6.440 -7.661 -6.349
C -6.135 -6.941 -5.265
C -6.803 -5.654 -4.987
O -6.523 -4.994 -3.995
C -7.819 -5.193 -5.953
C -8.124 -5.912 -7.038
C -7.457 -7.200 -7.316
O -7.736 -7.859 -8.307
H -5.959 -8.606 -6.568
H -5.392 -7.266 -4.546
H -8.300 -4.248 -5.734
H -8.867 -5.588 -7.756
C 8.046 5.600 2.227
C 7.409 5.408 1.068
C 5.973 5.069 1.031
O 5.389 4.891 -0.030
C 5.268 4.953 2.323
C 5.905 5.145 3.482
C 7.342 5.484 3.519
O 7.925 5.662 4.580
H 9.100 5.849 2.272
H 7.912 5.490 0.112
H 4.215 4.704 2.278
H 5.402 5.063 4.438
C 1.128 -7.374 4.202
C 1.557 -8.633 4.065
C 0.612 -9.766 4.045
O 1.004 -10.919 3.921
C -0.825 -9.456 4.180
C -1.254 -8.197 4.317
C -0.309 -7.064 4.338
O -0.701 -5.911 4.461
H 1.808 -6.531 4.220
H 2.608 -8.877 3.964
H -1.505 -10.299 4.163
H -2.305 -7.953 4.418

Forces on atoms 1 to 2 (eV/Å):
C 8.5 5.1 1.4
C -8.2 -3.9 -1.3

Calculated values
spin multiplicity	1
net charge	0
HOMO-LUMO gap	6.111	eV

Results of the Löwdin charge analysis, in e, for atoms 1 through 99: atom 1 (C): 0.044, atom 2 (C): -0.102, atom 3 (C): -0.183, atom 4 (C): -0.213, atom 5 (C): -0.185, atom 6 (N): -0.172, atom 7 (C): -0.682, atom 8 (I): 0.752, atom 9 (C): -0.655, atom 10 (C): -0.155, atom 11 (I): 0.788, atom 12 (C): -0.501, atom 13 (Cl): 0.654, atom 14 (C): -0.135, atom 15 (C): -0.326, atom 16 (C): -0.093, atom 17 (N): 0.051, atom 18 (C): -0.337, atom 19 (C): -0.087, atom 20 (C): -0.183, atom 21 (N): 0.071, atom 22 (C): -0.102, atom 23 (C): -0.087, atom 24 (C): -0.169, atom 25 (F): -0.016, atom 26 (F): -0.017, atom 27 (C): -0.209, atom 28 (F): -0.006, atom 29 (F): -0.008, atom 30 (S): 1.084, atom 31 (F): -0.202, atom 32 (F): -0.168, atom 33 (F): -0.171, atom 34 (F): -0.209, atom 35 (F): -0.177, atom 36 (O): -0.143, atom 37 (C): -0.556, atom 38 (C): -0.104, atom 39 (C): -0.197, atom 40 (O): -0.223, atom 41 (C): -0.106, atom 42 (P): 0.435, atom 43 (S): 0.160, atom 44 (H): 0.030, atom 45 (H): 0.094, atom 46 (H): 0.111, atom 47 (H): 0.121, atom 48 (H): 0.066, atom 49 (H): 0.127, atom 50 (H): 0.133, atom 51 (H): 0.073, atom 52 (H): 0.062, atom 53 (H): 0.091, atom 54 (H): 0.105, atom 55 (H): 0.113, atom 56 (H): 0.089, atom 57 (H): 0.085, atom 58 (H): 0.075, atom 59 (H): 0.055, atom 60 (H): 0.120, atom 61 (H): 0.110, atom 62 (H): 0.122, atom 63 (H): 0.025, atom 64 (H): 0.122, atom 65 (H): 0.113, atom 66 (H): 0.101, atom 67 (H): 0.119, atom 68 (H): 0.050, atom 69 (H): 0.082, atom 70 (H): 0.088, atom 71 (H): 0.133, atom 72 (H): 0.123, atom 73 (H): 0.098, atom 74 (H): 0.094, atom 75 (H): 0.112, atom 76 (H): 0.009, atom 77 (H): -0.053, atom 78 (C): 0.025, atom 79 (C): 0.024, atom 80 (C): -0.374, atom 81 (O): 0.074, atom 82 (C): 0.023, atom 83 (C): 0.024, atom 84 (C): -0.382, atom 85 (O): 0.104, atom 86 (H): 0.124, atom 87 (H): 0.118, atom 88 (H): 0.123, atom 89 (H): 0.124, atom 90 (C): 0.027, atom 91 (C): 0.027, atom 92 (C): -0.362, atom 93 (O): 0.029, atom 94 (C): 0.008, atom 95 (C): 0.040, atom 96 (C): -0.376, atom 97 (O): 0.108, atom 98 (H): 0.124, atom 99 (H): 0.122

---

The following is a DFT calculation (ωB97M-V/def2-TZVPD) of C3H10N2O2 as an isolated structure.

CARTESIAN COORDINATES (ANGSTROEM)
C -0.741 0.347 0.539
C -0.144 1.544 1.270
C -0.363 -1.016 1.075
N -0.932 0.130 -1.770
O -1.012 -0.997 -2.008
H -1.822 0.452 0.461
H 0.946 1.498 1.263
H -0.435 2.480 0.791
H 0.721 -1.107 1.182
H -0.489 1.575 2.310
H -0.715 -1.813 0.409
H -0.808 -1.204 2.058
N 1.696 -0.631 -1.697
O 0.993 0.543 -1.508
H 0.130 0.470 -0.516
H 1.292 -1.405 -1.173
H 1.684 -0.867 -2.687

Forces on atoms 1 to 2 (eV/Å):
C 0.9 0.1 -0.8
C -0.1 -0.1 0.1

Calculated values
spin multiplicity	1
net charge	0
ΔE to the lowest compared entry with this formula, charge and spin	179.8	kcal/mol
HOMO-LUMO gap (spin up / spin down)	8.191 / 8.184	eV

For reference, the natural (NBO) charges in units of e are: atom 1 (C): -0.433, atom 2 (C): -0.616, atom 3 (C): -0.636, atom 4 (N): 0.373, atom 5 (O): -0.231, atom 6 (H): 0.200, atom 7 (H): 0.209, atom 8 (H): 0.215, atom 9 (H): 0.204, atom 10 (H): 0.205, atom 11 (H): 0.204, atom 12 (H): 0.217, atom 13 (N): -0.486, atom 14 (O): -0.494, atom 15 (H): 0.394, atom 16 (H): 0.333, atom 17 (H): 0.339

---

| no. | molar mass (Da) | calculated total energy (eV) | largest force on an atom (eV/Å) |
| --- | --- | --- | --- |
| 1 | 1264.2 | -148228.5173 | 10.0 |
| 2 | 106.1 | -10341.6922 | 2.3 |